1.
The following is a DFT calculation (ωB97M-V with the def2-TZVPD basis set) of 12 unconnected molecules or ions with the total composition H24O12 in a non-equilibrium geometry.

XYZ file:
```
36
Properties=species:S:1:pos:R:3:forces:R:3:mulliken_charge:R:1
O 8.9926 -4.3667 9.5001 0.11 -0.31 -0.23 -0.626
H 9.3257 -4.9854 8.8172 -0.16 0.48 0.50 0.406
H 9.5663 -3.5965 9.4395 -0.09 -0.02 -0.04 0.267
O 9.9778 -9.1092 7.9132 0.76 -0.13 -0.01 -0.740
H 10.5037 -8.8627 8.7058 -0.43 -0.34 -0.12 0.373
H 9.1050 -9.3223 8.2643 0.02 -0.13 -0.06 0.292
O 10.4519 -6.1303 7.8968 0.68 0.18 0.01 -0.577
H 10.4440 -6.0165 6.9390 -0.23 -0.01 0.12 0.236
H 11.3881 -6.1265 8.1362 -0.12 0.08 0.06 0.277
O 4.8414 -6.9842 6.3208 -0.10 -0.17 0.14 -0.611
H 5.0814 -6.4274 7.0695 -0.05 -0.03 -0.08 0.286
H 4.8962 -7.8859 6.6619 -0.07 0.12 0.03 0.312
O 6.5815 -6.5452 10.7227 -0.30 0.12 -0.39 -0.723
H 6.2209 -5.6705 10.8982 0.15 -0.08 0.06 0.317
H 6.9109 -6.5339 9.8030 0.18 0.00 0.26 0.319
O 7.6911 -6.9584 5.7544 -1.84 0.56 0.37 -0.647
H 7.6102 -7.9157 5.6381 -0.12 0.40 -0.15 0.273
H 8.6014 -6.7691 5.4992 -0.10 -0.37 0.02 0.381
O 6.8846 -4.1491 5.3996 0.19 -0.01 0.14 -0.678
H 6.9501 -5.0904 5.6237 -0.14 -0.03 -0.21 0.381
H 7.3677 -4.0593 4.5725 -0.12 -0.04 0.02 0.285
O 8.0046 -7.4372 8.5508 -0.67 0.19 0.21 -0.212
H 7.8364 -7.0744 7.6618 0.02 -0.15 -0.19 0.241
H 8.9657 -7.4995 8.6168 -0.12 0.27 -0.01 0.152
O 9.8934 -7.6073 5.5913 2.42 -0.29 0.12 -0.699
H 10.7109 -7.1492 5.3716 0.26 -0.43 -0.38 0.295
H 10.0787 -8.0684 6.4518 -0.35 -0.13 -0.26 0.446
O 5.7271 -9.9208 9.1618 0.04 0.07 -0.03 -0.660
H 6.4081 -9.2643 9.3548 0.00 0.01 0.01 0.339
H 5.3867 -10.1785 10.0250 0.05 0.04 -0.06 0.290
O 8.0610 -8.6487 11.5739 0.08 -0.07 0.01 -0.700
H 7.8937 -8.6946 12.5214 -0.09 0.04 -0.12 0.310
H 7.5030 -7.9145 11.2364 0.13 0.01 0.40 0.432
O 10.5678 -8.2616 10.5132 0.02 0.31 0.14 -0.730
H 9.7977 -8.3381 11.1269 0.05 -0.12 -0.49 0.395
H 10.7198 -7.3129 10.4301 -0.04 -0.04 0.20 0.298
```
Forces are in eV/Å.

Calculated values
LUMO: -0.40 eV
spin multiplicity: 1
charge: 0
E_HOMO: -10.86 eV

---

2.
The following is a DFT calculation (ωB97M-V with the def2-TZVPD basis set) of 2 unconnected molecules or ions with the total composition H6N2 in a non-equilibrium geometry.

XYZ file:
```
8
Properties=species:S:1:pos:R:3:forces:R:3:mulliken_charge:R:1
N 1.9653 -0.0599 -0.0528 0.12 -2.37 -0.37 -0.661
H 2.3502 -0.0466 0.8693 0.10 -0.99 0.69 0.205
H 1.7176 0.8734 -0.1218 -1.31 1.96 -0.90 0.220
H 1.1724 -0.7382 -0.1718 1.11 1.42 0.60 0.243
N -1.6625 -0.0209 0.1361 -1.72 0.87 -0.57 -0.671
H -1.3263 0.7817 -0.4389 -0.23 -1.07 0.49 0.220
H -1.4919 -0.8941 -0.3722 -0.06 0.54 0.05 0.217
H -2.7248 0.1046 0.1520 1.98 -0.34 0.01 0.227
```
Forces are in eV/Å.

Calculated values
LUMO: 0.96 eV
spin multiplicity: 1
charge: 0
E_HOMO: -9.84 eV

---

3.
The following is a DFT calculation (ωB97M-V with the def2-TZVPD basis set) of a single C9H14O2S molecule in a non-equilibrium geometry.

XYZ file:
```
26
Properties=species:S:1:pos:R:3:forces:R:3:mulliken_charge:R:1
C 4.0681 0.3291 0.2619 1.08 -1.15 -2.30 -1.358
C 2.5506 0.1787 0.0030 2.98 0.67 0.81 0.639
C 2.0149 0.6136 -1.1080 0.20 -0.19 -0.22 -0.428
C 0.5908 0.7473 -1.2558 -0.78 0.14 1.43 -0.461
C -0.2072 0.4602 -0.1974 -0.50 0.86 -2.45 0.017
S -1.9869 0.8093 -0.1600 1.47 0.71 0.63 0.582
O -2.3377 1.5250 1.0731 -0.12 0.17 0.16 -0.653
C -2.6187 -0.8964 0.0728 -0.15 2.24 -0.79 0.162
C -4.1421 -0.6952 0.0733 1.55 1.58 -3.06 -1.214
O -2.0355 -1.7005 -0.8556 -3.05 -1.24 -2.40 -0.426
C 0.2574 -0.1461 1.0594 1.03 -3.49 -3.10 -0.808
C 1.7843 -0.4257 1.0522 -1.20 -1.23 3.43 -0.571
H 4.4454 1.3699 0.0211 -0.60 -0.94 1.16 0.324
H 4.6302 -0.2202 -0.6208 -1.01 0.54 1.76 0.294
H 4.4110 -0.1612 1.2255 -0.36 1.07 -1.14 0.307
H 2.7242 0.9137 -1.8377 0.05 0.61 -0.99 0.425
H 0.3226 1.2964 -2.1284 -0.95 0.06 -0.52 0.365
H -2.0013 1.9707 -1.0522 0.13 -1.16 0.13 0.103
H -4.5342 -1.3659 0.7432 -1.59 -1.56 1.23 0.350
H -4.3976 0.3449 0.2973 0.21 -0.28 0.88 0.312
H -4.5317 -0.6988 -0.9911 0.01 -1.01 0.85 0.377
H -2.7466 -1.8737 -1.6388 2.35 0.34 2.33 0.283
H -0.1130 0.4483 1.7973 -0.80 1.25 2.65 0.634
H -0.1751 -1.1764 1.0409 -0.28 1.03 0.68 0.192
H 1.9668 -1.5614 1.0221 -0.20 1.53 0.13 0.298
H 2.0613 -0.0856 2.1028 0.54 -0.53 -1.30 0.255
```
Forces are in eV/Å.

Calculated values
LUMO: 0.39 eV
spin multiplicity: 1
charge: 0
E_HOMO: -7.71 eV

---

4.
The following is a DFT calculation (ωB97M-V with the def2-TZVPD basis set) of a molecular structure, C41H29BF2NNiO6S2.

XYZ file:
```
83
Properties=species:S:1:pos:R:3:forces:R:3:mulliken_charge:R:1
Ni 0.4745 -0.2319 1.0231 -0.36 -0.04 0.20 0.098
O -5.9237 1.6377 2.6709 -0.01 0.01 -0.02 -0.743
C -5.6217 0.6751 1.9385 0.01 -0.02 0.05 0.464
O -6.3326 -0.1494 1.3417 -0.01 0.00 -0.02 -0.720
C -4.0929 0.4704 1.7550 -0.01 0.01 -0.01 0.246
C -3.1912 1.3244 2.3759 -0.01 -0.01 0.01 -1.134
C -1.8358 1.1268 2.2281 0.03 -0.01 0.01 0.054
N -1.3311 0.1336 1.4783 -0.12 0.07 -0.03 0.215
C -2.2032 -0.6713 0.8308 0.03 0.04 0.03 0.864
C -3.5695 -0.5444 0.9647 0.00 0.00 -0.02 -0.727
C -1.5579 -1.6560 -0.1194 -0.01 -0.01 0.03 0.113
O -2.2192 -2.4874 -0.7086 -0.02 -0.04 -0.02 -0.754
O -0.2801 -1.4769 -0.2197 0.22 -0.02 -0.28 -0.681
H -3.5784 2.1327 2.9809 0.00 0.00 -0.01 0.478
H -1.1266 1.7658 2.7271 0.02 0.00 -0.01 0.607
H -4.2252 -1.2161 0.4294 0.00 0.00 0.00 0.569
C 8.0403 -2.1214 -2.3600 -0.01 0.00 0.00 -1.521
C 6.6412 -1.6578 -2.0581 0.01 0.00 -0.01 1.093
C 5.8903 -0.9924 -3.0266 0.01 0.01 0.00 -1.075
C 4.6127 -0.5396 -2.7501 0.00 -0.03 0.01 -0.160
C 4.0843 -0.7479 -1.4841 -0.01 -0.06 -0.06 0.128
C 4.7956 -1.4213 -0.5086 0.01 0.03 0.00 -0.476
C 6.0758 -1.8694 -0.8059 -0.01 0.01 0.00 -0.936
S 2.4270 -0.1821 -1.1403 -0.12 -0.10 -0.11 0.966
O 2.2336 -0.6247 0.2965 0.09 0.15 0.12 -0.568
C 2.8078 1.5722 -1.0562 -0.02 0.08 -0.01 1.332
C 3.5940 2.0072 0.0358 -0.03 0.00 0.02 -1.119
C 3.8695 3.3294 0.1759 0.00 0.00 0.00 -1.427
C 3.3700 4.2768 -0.7563 0.01 0.00 0.00 0.996
C 3.6161 5.6605 -0.5982 0.00 0.01 0.00 -0.870
C 3.0901 6.5674 -1.4735 0.00 0.00 0.01 -0.725
C 2.2920 6.1302 -2.5503 -0.01 -0.01 0.00 -1.052
C 2.0478 4.7986 -2.7341 0.00 0.01 0.00 -0.687
C 2.5843 3.8361 -1.8449 0.00 0.00 -0.01 1.191
C 2.3072 2.4384 -1.9940 0.10 -0.03 0.06 0.129
C 1.5118 1.9768 -3.1693 0.06 -0.03 -0.01 -0.385
C 2.1288 1.9370 -4.4557 0.00 0.00 -0.02 0.843
C 3.4868 2.3030 -4.6573 0.00 0.01 -0.01 -0.623
C 4.0515 2.2432 -5.8990 0.00 0.00 0.01 -0.886
C 3.2925 1.8171 -7.0112 -0.01 0.00 0.00 -0.706
C 1.9857 1.4625 -6.8482 0.00 0.00 -0.01 -0.898
C 1.3689 1.5128 -5.5728 0.01 0.00 0.01 0.629
C 0.0151 1.1411 -5.3914 -0.01 0.00 0.01 -1.302
C -0.5591 1.1817 -4.1562 -0.01 0.01 -0.03 -0.945
C 0.1972 1.6138 -3.0489 -0.07 0.00 0.03 -0.067
S -0.6378 1.4988 -1.4423 0.13 0.03 0.05 2.023
O -2.0317 1.1310 -1.7625 -0.08 -0.02 -0.01 -0.776
C -0.6123 3.2377 -1.0189 -0.03 -0.01 -0.05 -0.071
C -1.3438 4.1548 -1.7580 0.02 0.02 0.01 -0.616
C -1.3184 5.4880 -1.3883 -0.02 -0.01 -0.01 -0.956
C -0.5743 5.9131 -0.2881 0.01 0.01 0.01 1.065
C -0.5122 7.3697 0.0802 0.01 -0.01 0.00 -1.499
C 0.1246 4.9688 0.4561 -0.01 0.00 0.01 -0.987
C 0.1023 3.6288 0.1007 -0.02 -0.04 0.01 0.108
H 8.1490 -2.3887 -3.4110 0.00 0.00 0.00 0.375
H 8.3071 -2.9882 -1.7562 0.00 0.00 0.00 0.382
H 8.7632 -1.3317 -2.1433 0.00 0.00 0.00 0.282
H 6.3096 -0.8345 -4.0136 0.00 0.00 0.00 0.404
H 4.0344 -0.0325 -3.5137 0.00 -0.01 0.00 0.413
H 4.3432 -1.5872 0.4597 0.00 -0.01 0.00 0.475
H 6.6414 -2.3996 -0.0487 0.00 0.00 0.00 0.364
H 3.9335 1.2805 0.7606 -0.01 -0.01 0.01 0.504
H 4.4603 3.6794 1.0140 0.00 0.00 0.00 0.389
H 4.2194 5.9878 0.2403 0.00 0.00 0.00 0.447
H 3.2786 7.6252 -1.3387 0.00 0.00 0.00 0.448
H 1.8626 6.8552 -3.2299 0.00 0.00 0.00 0.412
H 1.4223 4.4681 -3.5530 0.00 0.00 0.00 0.536
H 4.0777 2.6318 -3.8118 0.00 0.00 0.01 0.550
H 5.0881 2.5259 -6.0327 0.00 0.00 0.00 0.451
H 3.7514 1.7734 -7.9906 0.00 0.00 0.00 0.389
H 1.3944 1.1327 -7.6941 0.00 0.00 0.00 0.435
H -0.5568 0.8113 -6.2505 0.00 0.00 0.00 0.371
H -1.5857 0.8847 -3.9819 0.00 -0.01 0.00 0.764
H -1.9383 3.8154 -2.5981 0.00 0.00 0.00 0.522
H -1.8896 6.2138 -1.9557 0.00 0.00 0.00 0.383
H -1.3511 7.9214 -0.3426 0.00 0.00 0.00 0.387
H 0.4111 7.8175 -0.2975 0.00 0.00 0.00 0.209
H -0.5244 7.5031 1.1620 0.00 0.00 0.00 0.379
H 0.6863 5.2833 1.3284 0.00 0.00 0.00 0.417
H 0.6382 2.8828 0.6816 -0.02 0.03 -0.01 0.278
F 0.6508 0.9780 3.7149 0.02 0.02 -0.03 -0.200
B 1.2694 0.6461 2.5640 0.24 -0.04 0.09 0.347
F 2.6083 0.8383 2.6979 -0.02 0.03 -0.05 -0.237
```
Forces are in eV/Å.

Calculated values
LUMO: 1.36 eV
spin multiplicity: 1
charge: -1
E_HOMO: -4.92 eV

---

Energy relative to the best compared isomer or geometry (same formula, charge and spin) / kJ/mol: 136.6; 36.1; 389.4; 0.0